C10H30F3FeN12O8 as an isolated structure at a distorted geometry. Source: OMol25; level of theory: ωB97M-V/def2-TZVPD.

Geometry as XYZ:
```
64
Properties=species:S:1:pos:R:3:forces:R:3:lowdin_charge:R:1
Fe -0.393 0.116 0.554 -0.25 -0.49 0.25 1.367
C 2.082 2.533 -3.429 -0.06 -2.10 -0.37 -0.256
O 2.525 1.552 -4.403 2.24 1.24 1.87 -0.075
O 1.727 1.870 -2.202 0.81 2.08 -1.79 0.082
C 2.925 3.922 -3.385 0.71 -0.54 1.24 -0.531
F 4.207 3.640 -3.022 -0.79 0.17 0.04 0.128
F 2.960 4.515 -4.550 -0.17 -0.52 -0.98 0.196
F 2.456 4.876 -2.544 -0.15 -1.31 0.16 0.139
C 3.895 0.986 -4.168 0.07 -0.44 1.18 -0.242
C 4.011 -0.218 -5.019 -0.81 -0.19 -1.85 -0.087
H 3.171 -0.894 -4.858 -0.04 0.02 0.18 0.082
H 3.898 0.162 -6.034 0.19 -0.49 -0.39 0.085
H 4.918 -0.821 -4.958 0.16 0.48 0.28 0.091
H 4.094 0.588 -3.173 -1.08 0.50 0.83 0.113
H 4.745 1.659 -4.271 -0.57 0.60 -0.74 0.117
H 1.147 2.794 -3.925 -0.64 0.41 0.52 0.173
C -2.743 -3.581 2.833 2.84 5.06 -2.33 -0.755
O -2.179 -2.535 2.350 -0.77 -1.59 1.01 -0.077
N -2.211 -4.749 2.869 2.36 -3.01 -0.38 0.176
N -3.916 -3.593 3.341 -4.98 1.04 1.96 0.173
H -2.880 -5.500 2.967 1.14 -0.54 -0.11 0.127
H -1.240 -4.797 2.594 -0.39 -0.74 -0.13 0.132
H -4.431 -2.737 3.489 0.14 -0.24 -0.23 0.130
H -4.257 -4.423 3.805 -0.09 0.43 0.03 0.125
C -0.350 -3.844 -2.756 0.55 1.92 2.40 -0.808
O -0.231 -2.857 -2.038 0.52 0.44 0.97 -0.006
N -0.790 -3.810 -3.941 -2.59 1.68 -5.96 0.169
N -0.063 -5.086 -2.504 1.63 -3.45 3.11 0.163
H -0.984 -2.912 -4.360 -0.22 -0.48 -0.18 0.134
H -0.903 -4.693 -4.419 -0.10 0.95 -0.65 0.123
H -0.445 -5.799 -3.110 0.57 -0.21 0.79 0.119
H 0.397 -5.271 -1.624 -0.34 -0.56 -0.27 0.124
C -4.870 0.019 -1.846 1.05 -1.42 0.80 -0.764
O -3.782 0.086 -1.283 0.43 0.53 1.58 -0.020
N -4.898 0.044 -3.140 -0.10 0.73 -3.62 0.164
N -6.038 -0.320 -1.304 -1.21 -0.11 2.50 0.167
H -5.784 0.022 -3.623 0.59 0.13 -0.40 0.120
H -4.010 0.281 -3.558 -0.56 0.00 -0.45 0.125
H -6.008 -0.489 -0.309 -0.29 0.07 -0.23 0.113
H -6.924 -0.425 -1.778 0.45 0.11 -0.01 0.116
C 0.443 1.490 5.346 3.78 -1.20 -3.47 -0.675
O 0.442 1.135 4.131 -0.24 -0.30 -0.41 0.142
N 1.557 1.727 5.989 2.34 0.84 1.15 0.212
N -0.551 1.640 6.079 -6.10 0.50 2.42 0.230
H 2.509 1.518 5.723 -0.41 0.18 -0.28 0.147
H 1.355 2.213 6.850 1.26 -0.14 0.07 0.130
H -0.417 2.023 7.004 -0.67 -0.35 -0.09 0.151
H -1.467 1.369 5.750 -0.03 0.37 0.23 0.159
C -2.300 4.631 1.902 0.79 -0.18 -1.10 -0.735
O -2.022 3.478 1.567 0.09 -0.48 0.16 -0.032
N -3.494 4.999 2.334 -1.90 -0.45 0.86 0.167
N -1.424 5.641 1.760 0.67 0.01 0.10 0.158
H -3.778 5.955 2.494 0.02 -0.37 -0.12 0.118
H -4.173 4.251 2.312 -0.16 0.45 0.22 0.120
H -0.665 5.391 1.142 0.10 0.79 0.30 0.114
H -1.708 6.573 2.028 0.60 -0.08 -0.50 0.111
C 4.127 -1.693 1.646 -4.47 0.96 -0.20 -0.798
O 2.907 -1.469 1.465 0.31 0.08 -0.17 -0.046
N 4.612 -2.869 1.776 0.05 -5.15 0.01 0.179
N 5.013 -0.798 1.816 3.77 5.01 0.51 0.179
H 3.869 -3.553 1.769 0.68 -0.54 0.04 0.131
H 5.553 -3.083 2.076 -0.46 -0.12 -0.09 0.130
H 4.804 0.189 1.838 -0.05 -0.37 -0.17 0.129
H 5.979 -1.067 1.937 -0.21 0.37 -0.03 0.126
```
Forces are in eV/Å.

Values from the calculation:
DFT total energy = -3220.63504 hartree
orbital gap (spin up / spin down) = 5.57 / 3.12 eV
HOMO level (spin up / spin down) = -13.7175 / -13.7149 eV
charge = +2
spin multiplicity = 6
maximum force = 0.1306 hartree/bohr
ΔE to the lowest compared entry with this formula, charge and spin = 14.751 eV
<S²> = 8.776


A 2-piece molecular cluster, C2H7NS2 overall at a distorted geometry. Source: OMol25; level of theory: ωB97M-V/def2-TZVPD.

Geometry as XYZ:
```
12
Properties=species:S:1:pos:R:3:forces:R:3:lowdin_charge:R:1
S -1.292 -0.440 -1.479 -2.56 2.37 -0.13 -0.216
S 0.391 -1.583 -1.728 2.64 -2.05 -0.59 -0.224
H -0.817 0.669 -2.123 -0.21 -0.46 0.54 -0.243
H 0.612 -1.908 -0.453 0.12 0.15 0.21 -0.286
C -0.593 1.469 2.397 -0.72 -0.53 -0.79 -0.040
C 0.588 0.952 2.067 0.39 1.07 1.92 -0.269
N 1.777 1.716 2.343 -0.88 -1.97 -0.06 0.007
H -0.759 2.489 2.722 0.28 0.13 -0.15 0.039
H -1.495 0.902 2.190 0.10 -0.12 0.33 0.038
H 0.689 -0.122 1.987 0.20 0.04 -0.92 0.091
H 1.477 2.563 2.769 0.37 0.96 -0.20 0.044
H 2.393 1.769 1.556 0.27 0.40 -0.16 0.059
```
Forces are in eV/Å.

Values from the calculation:
DFT total energy = -931.46037 hartree
orbital gap (spin up / spin down) = 3.09 / 7.85 eV
HOMO level (spin up / spin down) = 0.4526 / -4.2867 eV
charge = -1
spin multiplicity = 2
maximum force = 0.0678 hartree/bohr
ΔE to the lowest compared entry with this formula, charge and spin = 1.400 eV
<S²> = 0.752


One molecule with the formula C5H8O3 at a distorted geometry. Source: OMol25; level of theory: ωB97M-V/def2-TZVPD.

Geometry as XYZ:
```
16
Properties=species:S:1:pos:R:3:forces:R:3:lowdin_charge:R:1
C 2.472 -0.538 0.411 -2.39 -1.09 3.99 0.022
C 0.938 -0.540 0.752 -0.48 -0.93 -0.22 -0.289
O 0.475 -1.224 1.705 0.95 0.58 -0.83 0.002
C 0.034 0.188 -0.152 -0.20 -1.18 2.92 -0.261
O 0.702 0.894 -1.110 -0.01 -1.77 -3.36 -0.015
C -1.352 0.165 0.116 3.87 0.79 -2.99 -0.336
C -2.267 0.925 -0.783 -1.22 -0.15 3.72 0.019
O -1.812 -0.561 1.045 -1.97 -1.25 1.76 0.128
H 2.836 0.404 0.637 0.70 2.15 0.62 0.061
H 2.682 -0.648 -0.567 0.49 -0.87 -3.39 0.029
H 3.001 -1.241 1.072 -0.36 0.01 -0.44 0.097
H 0.889 0.166 -1.836 -0.37 2.59 1.75 0.173
H -3.291 0.619 -0.457 0.51 1.11 0.16 0.108
H -1.956 1.966 -0.609 -0.80 -0.18 -0.87 0.113
H -2.264 0.515 -1.722 0.78 -0.28 -2.75 0.056
H -1.087 -1.090 1.497 0.50 0.47 -0.06 0.093
```
Forces are in eV/Å.

Values from the calculation:
DFT total energy = -420.98985 hartree
orbital gap = 9.03 eV
HOMO level = -8.5002 eV
maximum force = 0.0965 hartree/bohr
SMILES = CC(=O)/C(O)=C(/C)O
ΔE to the lowest compared entry with this formula, charge and spin = 1.802 eV


One molecule with the formula C8H7NOS at a distorted geometry. Source: OMol25; level of theory: ωB97M-V/def2-TZVPD.

Geometry as XYZ:
```
18
Properties=species:S:1:pos:R:3:forces:R:3:lowdin_charge:R:1
C -2.758 -1.591 0.996 0.06 -0.99 0.93 -0.112
N -1.579 -0.863 0.696 1.18 0.73 -0.36 -0.425
S -0.508 -0.471 1.970 0.85 0.80 -1.04 1.025
C 0.606 0.306 0.778 -0.92 -1.19 -0.70 -0.405
C 1.838 0.895 0.988 -0.05 0.51 -0.39 -0.086
C 2.534 1.421 -0.111 0.58 -0.22 1.19 -0.084
C 2.069 1.329 -1.395 -1.02 -0.98 0.51 -0.077
C 0.864 0.658 -1.590 -0.49 0.59 -1.32 -0.014
C 0.119 0.119 -0.558 0.69 0.76 1.59 -0.140
C -1.150 -0.633 -0.608 0.07 -0.88 0.68 -0.460
O -1.723 -1.130 -1.555 -0.06 0.53 -0.36 0.074
H -3.390 -1.483 0.154 -0.80 -0.05 -0.82 0.074
H -3.232 -1.122 1.864 -0.05 -0.38 -0.03 0.084
H -2.559 -2.685 1.156 -0.22 0.91 0.04 0.110
H 2.270 1.014 1.967 -0.05 -0.08 0.25 0.104
H 3.501 1.862 0.093 0.01 0.13 -0.04 0.106
H 2.625 1.670 -2.234 0.30 0.42 -0.44 0.098
H 0.469 0.702 -2.609 -0.06 -0.60 0.32 0.127
```
Forces are in eV/Å.

Values from the calculation:
DFT total energy = -837.23331 hartree
orbital gap = 8.78 eV
HOMO level = -8.2846 eV
maximum force = 0.0367 hartree/bohr
SMILES = Cn1sc2ccccc2c1=O
ΔE to the lowest compared entry with this formula, charge and spin = 0.000 eV


One molecule with the formula C3H4O2S3 at a distorted geometry. Source: OMol25; level of theory: ωB97M-V/def2-TZVPD.

Geometry as XYZ:
```
12
Properties=species:S:1:pos:R:3:forces:R:3:lowdin_charge:R:1
O -1.928 -0.577 -0.573 0.92 1.21 0.80 0.015
C -1.123 0.304 -0.371 -0.53 -0.33 -1.25 -0.777
S -1.510 2.000 0.108 0.85 -0.49 -0.12 0.861
C 0.391 0.173 -0.663 -0.70 -1.05 -0.20 -0.667
S 0.715 -1.218 -1.846 -0.01 0.49 0.58 0.800
C 1.125 -0.008 0.638 1.63 0.71 -0.17 -0.950
O 0.644 -1.007 1.355 1.13 -0.82 2.00 -0.001
S 2.435 0.939 0.973 -0.81 -0.75 0.24 0.717
H -2.686 1.661 0.559 -1.04 -0.12 0.27 -0.135
H 0.776 1.055 -1.160 -0.10 0.18 0.08 0.074
H -0.070 -2.088 -1.197 -0.03 -0.02 -0.04 -0.117
H 1.231 -1.233 2.177 -1.32 0.99 -2.17 0.181
```
Forces are in eV/Å.

Values from the calculation:
DFT total energy = -1461.73880 hartree
orbital gap = 8.88 eV
HOMO level = -9.1919 eV
maximum force = 0.0530 hartree/bohr
SMILES = O=C(S)[C@H](S)C(O)=S
ΔE to the lowest compared entry with this formula, charge and spin = 0.000 eV


One molecule with the formula C8H10O at a distorted geometry. Source: OMol25; level of theory: ωB97M-V/def2-TZVPD.

Geometry as XYZ:
```
19
Properties=species:S:1:pos:R:3:forces:R:3:lowdin_charge:R:1
C -1.140 -2.732 -0.678 2.33 3.05 0.39 0.143
C -0.669 -1.465 -0.500 -0.80 -4.97 3.51 -0.239
C 0.091 -1.125 0.804 0.59 -0.20 -1.97 -0.106
C 0.216 0.387 0.759 -0.32 -0.50 -3.18 -0.156
C 1.103 1.202 1.713 -1.29 -3.67 -1.61 -0.012
C -0.219 0.752 -0.523 0.00 1.15 1.44 -0.117
C 0.177 2.148 -1.027 -1.44 -2.43 -0.09 -0.027
C -0.963 -0.373 -1.309 2.63 2.66 -1.06 -0.342
O -1.302 -0.440 -2.479 -0.59 0.94 0.69 0.093
H -0.682 -3.516 -0.140 -0.17 -0.92 0.76 0.066
H -1.674 -2.886 -1.540 -1.45 -0.78 -1.80 0.047
H -0.496 -1.553 1.552 -0.78 -0.35 1.82 0.090
H 1.046 -1.720 0.785 -0.47 0.98 0.15 0.145
H 1.149 0.640 2.616 1.19 -0.92 0.53 0.076
H 1.977 1.457 1.186 1.63 -0.06 -0.18 0.077
H 0.732 2.046 2.093 -2.07 3.74 0.67 0.032
H -0.404 2.379 -1.916 0.56 0.08 -0.39 0.076
H -0.197 2.781 -0.258 0.52 1.13 0.60 0.065
H 1.255 2.020 -1.139 -0.08 1.06 -0.26 0.090
```
Forces are in eV/Å.

Values from the calculation:
DFT total energy = -385.97568 hartree
orbital gap = 8.97 eV
HOMO level = -9.1516 eV
maximum force = 0.1194 hartree/bohr
SMILES = C=C1CC(C)=C(C)C1=O
ΔE to the lowest compared entry with this formula, charge and spin = 2.670 eV


A 2-piece molecular cluster, CH2ClNO3S overall at a distorted geometry. Source: OMol25; level of theory: ωB97M-V/def2-TZVPD.

Geometry as XYZ:
```
9
Properties=species:S:1:pos:R:3:forces:R:3:lowdin_charge:R:1
C 1.159 1.004 0.601 -1.78 -1.68 1.68 -0.754
N -1.051 -0.086 -0.876 1.29 -2.02 -0.82 -0.114
O 0.958 1.960 1.251 0.44 -1.11 -1.24 0.089
O 0.249 -2.164 -0.160 -0.91 2.71 1.18 -0.359
O -1.450 -0.953 1.356 0.93 -0.35 0.15 -0.349
S -0.375 -0.935 0.391 0.19 0.64 -0.61 0.647
Cl 2.379 0.415 -0.417 0.69 0.55 -0.35 0.742
H -0.285 0.053 -1.526 -0.51 0.41 -0.41 0.041
H -1.585 0.706 -0.619 -0.35 0.84 0.42 0.056
```
Forces are in eV/Å.

Values from the calculation:
DFT total energy = -1178.06749 hartree
orbital gap (spin up / spin down) = 7.90 / 7.90 eV
HOMO level (spin up / spin down) = -9.4668 / -9.4666 eV
maximum force = 0.0602 hartree/bohr
ΔE to the lowest compared entry with this formula, charge and spin = 2.696 eV


C3H2N2O as an isolated structure at a distorted geometry. Source: OMol25; level of theory: ωB97M-V/def2-TZVPD.

Geometry as XYZ:
```
8
Properties=species:S:1:pos:R:3:forces:R:3:lowdin_charge:R:1
C 0.042 0.607 0.081 3.18 2.37 1.52 -0.280
C 0.454 -0.614 -0.076 -1.84 0.98 0.92 0.192
C -3.409 -0.050 -0.008 0.28 0.33 0.05 -0.309
N -1.110 0.327 -0.546 -0.25 -0.57 -2.56 -0.044
N -2.313 0.420 0.061 1.14 0.27 1.53 0.090
O -4.531 -0.316 0.088 -1.15 -0.59 -0.13 0.165
H 0.608 1.554 0.500 -1.71 -1.73 -0.75 0.140
H 0.389 -1.601 -0.400 0.35 -1.08 -0.58 0.046
```
Forces are in eV/Å.

Values from the calculation:
DFT total energy = -300.05601 hartree
orbital gap (spin up / spin down) = 8.39 / 8.39 eV
HOMO level (spin up / spin down) = -8.6365 / -8.6359 eV
maximum force = 0.0827 hartree/bohr
ΔE to the lowest compared entry with this formula, charge and spin = 4.773 eV